# 1
The following is a DFT calculation (ωB97M-V/def2-TZVPD) of a cluster of 4 separate species, C18H26F8IO10 in total.

Electronic energy ... -69404.94537 eV
Kohn-Sham gap ... 5.70 eV
E_HOMO ... -3.56 eV

```
! RIJCOSX wB97M-V def2-TZVPD def2/J DEFGRID3
* xyz -1 1
O -0.534 0.682 1.206
C -0.669 -0.402 1.570
F 0.312 -0.895 2.453
C -1.766 -1.419 1.226
C -2.974 -0.925 0.427
I -2.294 -0.222 -1.547
C -3.660 0.262 1.161
F -3.294 1.445 0.548
F -3.390 0.288 2.493
C -5.210 0.228 1.013
F -5.589 0.658 -0.189
F -5.715 1.150 1.895
C -5.897 -1.115 1.361
F -5.665 -1.531 2.583
F -5.694 -2.063 0.478
F -7.236 -0.886 1.308
H -1.279 -2.198 0.609
H -2.039 -1.934 2.164
C 3.599 0.910 0.273
C 2.839 2.217 0.317
O 3.524 3.239 -0.435
C 3.361 3.190 -1.756
O 2.700 2.393 -2.368
O 4.084 4.185 -2.299
C 4.060 4.203 -3.724
H 4.634 1.057 0.590
H 3.130 0.171 0.923
H 3.629 0.506 -0.741
H 2.786 2.576 1.344
H 1.815 2.098 -0.036
H 3.038 4.199 -4.101
H 4.614 3.351 -4.119
H 4.548 5.121 -4.046
C -7.182 -1.801 -2.817
C -6.707 -3.031 -2.073
O -7.490 -4.189 -2.430
C -7.173 -4.768 -3.584
O -6.299 -4.430 -4.341
O -8.013 -5.800 -3.775
C -7.831 -6.470 -5.019
H -8.255 -1.656 -2.671
H -6.651 -0.915 -2.468
H -7.014 -1.902 -3.891
H -6.845 -2.886 -1.010
H -5.646 -3.216 -2.240
H -6.793 -6.769 -5.159
H -8.156 -5.830 -5.840
H -8.453 -7.363 -5.002
C 7.355 4.215 2.753
C 8.101 3.132 2.002
O 8.842 2.292 2.901
C 8.122 1.360 3.532
O 6.941 1.170 3.404
O 8.941 0.686 4.349
C 8.281 -0.298 5.147
H 8.038 4.775 3.396
H 6.878 4.906 2.057
H 6.585 3.788 3.396
H 8.835 3.585 1.335
H 7.428 2.536 1.386
H 7.687 -0.972 4.531
H 7.653 0.187 5.894
H 9.051 -0.874 5.654
*
```

# 2
The following is a DFT calculation (ωB97M-V/def2-TZVPD) of a cluster of 14 separate species, C4H31O17 in total.

Electronic energy ... -39463.86601 eV
Kohn-Sham gap ... 9.89 eV
E_HOMO ... -7.36 eV

```
! RIJCOSX wB97M-V def2-TZVPD def2/J DEFGRID3
* xyz -1 1
O -0.008 -1.354 -2.111
C -0.177 -0.885 -0.937
O 0.647 -0.060 -0.476
C -1.136 -1.640 -0.021
C -1.679 -0.569 0.940
C -2.931 -1.020 1.671
O -3.450 -2.097 1.508
O -3.639 -0.016 2.215
H 0.720 1.489 -3.196
H -1.915 -2.172 -0.578
H -0.614 -2.442 0.508
H -0.911 -0.306 1.690
H -1.933 0.294 0.318
H -1.798 -0.867 -2.621
H -2.426 -1.381 -3.940
O -2.490 -0.683 -3.279
H -1.505 2.119 -1.878
H 0.072 1.600 0.800
O -0.382 2.456 0.750
H -2.983 0.680 2.523
H -1.687 2.459 1.737
O -2.589 2.406 2.184
H 0.581 -3.569 -1.577
H -0.546 -4.258 -0.854
O 0.174 -4.439 -1.471
H 4.094 -0.661 0.998
H 3.682 -1.556 2.094
O 3.832 -0.616 1.939
H 1.883 -1.477 0.244
H 3.106 -2.148 -0.237
O 2.459 -2.222 0.476
H 0.145 0.867 4.384
H -0.707 2.010 3.538
O -0.691 1.247 4.118
H -1.905 1.743 -3.316
H -3.198 2.396 1.436
O -1.784 2.502 -2.723
H 2.818 -0.968 -3.147
H 1.683 -1.357 -2.227
O 2.683 -1.384 -2.290
H 0.847 4.329 -1.366
H 0.117 3.019 0.130
O 0.950 3.455 -0.969
H 3.222 1.071 -0.119
H 3.230 -0.026 -1.186
O 3.813 0.438 -0.538
H 2.319 0.206 2.313
H 2.357 1.766 2.586
O 1.788 0.997 2.571
H 1.160 2.895 -1.758
H 1.147 0.697 -1.991
O 1.460 1.435 -2.578
*
```

# 3
The following is a DFT calculation (ωB97M-V/def2-TZVPD) of a structure of composition C8H14ClMgN2O4.

Electronic energy ... -37637.91776 eV
Kohn-Sham gap ... 2.09 eV
E_HOMO ... -12.48 eV

```
! RIJCOSX wB97M-V def2-TZVPD def2/J DEFGRID3
* xyz 1 1
Mg 4.157 4.194 -5.289
Cl -0.202 3.746 -3.157
O -0.524 2.421 -3.494
O -0.800 4.685 -4.086
O -0.521 4.017 -1.787
O 1.232 3.873 -3.179
C 1.037 1.454 2.358
C 2.249 1.134 1.471
C 3.557 1.863 1.891
C 4.411 0.926 2.632
N 5.063 0.138 3.277
H 0.858 2.521 2.227
H 1.126 1.134 3.396
H 0.116 0.943 2.079
H 2.161 1.250 0.391
H 2.419 0.070 1.640
H 3.388 2.674 2.600
H 4.095 2.140 0.985
C -1.905 -2.964 -1.459
C -3.338 -3.145 -0.918
C -3.549 -3.825 0.466
C -2.746 -3.257 1.551
N -2.106 -2.739 2.411
H -1.641 -3.827 -2.069
H -1.072 -2.931 -0.757
H -1.732 -2.069 -2.057
H -3.893 -3.672 -1.694
H -3.804 -2.167 -0.794
H -3.440 -4.896 0.639
H -4.599 -3.692 0.726
*
```

# 4
The following is a DFT calculation (ωB97M-V/def2-TZVPD) of a cluster of 2 separate species, C3H5IO in total.

Electronic energy ... -13336.55595 eV
Kohn-Sham gap (alpha / beta) ... 8.10 / 8.10 eV
E_HOMO (alpha / beta) ... -7.91 / -7.91 eV

```
! RIJCOSX wB97M-V def2-TZVPD def2/J DEFGRID3
* xyz 0 1
C 1.243 -0.849 0.972
C -0.969 -0.117 0.265
C -0.941 0.752 -0.958
O -1.834 -0.582 0.842
I 2.437 0.809 0.517
H 1.176 -1.220 2.152
H 1.512 -1.667 0.318
H -0.388 0.058 -1.715
H -1.905 1.102 -1.338
H -0.332 1.714 -1.054
*
```

# 5
The following is a DFT calculation (ωB97M-V/def2-TZVPD) of a cluster of 2 separate species, C4H10NO in total.

Electronic energy ... -7846.12894 eV
Kohn-Sham gap ... 6.74 eV
E_HOMO ... -2.47 eV

```
! RIJCOSX wB97M-V def2-TZVPD def2/J DEFGRID3
* xyz -1 1
C -0.358 -2.393 1.929
C -1.397 -1.974 2.643
H -0.085 -3.449 1.953
H 0.309 -1.751 1.352
H -1.891 -2.574 3.402
H -1.852 -1.013 2.413
C 1.199 0.502 -0.944
O 1.000 -0.404 0.035
C -0.077 1.346 -1.239
N 0.173 2.265 -2.348
H 1.998 1.252 -0.695
H 1.497 0.063 -1.930
H -0.894 0.655 -1.459
H -0.340 1.879 -0.318
H -0.428 3.073 -2.375
H 1.147 2.522 -2.419
*
```

# 6
The following is a DFT calculation (ωB97M-V/def2-TZVPD) of the ion C23H20Cl2NO with charge +1.

Electronic energy ... -52750.40222 eV
Structure (SMILES) ... COc1ccc2c(c1)[C@@H](C(c1ccc(Cl)cc1)c1ccc(Cl)cc1)C(C)=[NH+]2
Kohn-Sham gap ... 7.07 eV
E_HOMO ... -11.49 eV

```
! RIJCOSX wB97M-V def2-TZVPD def2/J DEFGRID3
* xyz 1 1
Cl 5.824 -2.272 -0.088
C 4.205 -1.919 0.372
C 3.946 -0.842 1.246
C 2.610 -0.554 1.580
C 1.509 -1.215 0.989
C 0.142 -0.647 1.324
C -1.124 -1.409 0.980
C -2.248 -1.238 1.831
C -3.452 -1.920 1.614
C -3.518 -2.861 0.565
Cl -4.953 -3.805 0.365
C -2.412 -3.048 -0.282
C -1.248 -2.290 -0.102
C 1.819 -2.391 0.271
C 3.145 -2.719 -0.080
H 4.763 -0.249 1.621
H 2.459 0.147 2.396
H 0.138 -0.500 2.512
H -2.180 -0.651 2.765
H -4.328 -1.751 2.246
H -2.463 -3.775 -1.092
H -0.406 -2.475 -0.754
H 1.075 -3.155 0.080
H 3.355 -3.587 -0.705
C -3.051 0.869 -3.497
O -1.789 1.496 -3.869
C -0.925 1.733 -2.850
C -1.151 1.193 -1.541
C -0.262 1.470 -0.523
C 0.815 2.334 -0.819
N 1.354 2.754 0.383
C 0.767 2.131 1.399
C 1.215 2.631 2.725
C -0.140 1.097 0.917
C 1.088 2.870 -2.089
C 0.218 2.545 -3.132
H -3.614 0.756 -4.422
H -2.872 -0.108 -3.041
H -3.587 1.500 -2.765
H -2.073 0.601 -1.340
H 2.061 3.498 0.499
H 0.560 2.332 3.568
H 2.216 2.228 2.966
H 1.337 3.747 2.655
H -1.119 1.051 1.489
H 1.930 3.521 -2.233
H 0.362 2.880 -4.136
*
```

# 7
The following is a DFT calculation (ωB97M-V/def2-TZVPD) of a cluster of 3 separate species, C6H16N2O in total.

Electronic energy ... -11507.70825 eV
Structure (SMILES) ... C/C(N)=C\O.C=CC.N
Kohn-Sham gap ... 8.29 eV
E_HOMO ... -7.32 eV

```
! RIJCOSX wB97M-V def2-TZVPD def2/J DEFGRID3
* xyz 0 1
C -2.278 -0.923 -0.402
C -2.458 0.104 -1.472
C -1.865 -0.636 0.844
N 0.097 -1.876 -1.584
H -2.646 -1.913 -0.634
H 0.654 -1.541 -2.366
H -0.475 -2.639 -1.922
H -2.123 1.087 -1.135
H -3.512 0.174 -1.742
H -1.898 -0.168 -2.362
H -1.726 0.391 1.145
H -1.975 -1.357 1.639
H 0.167 -0.877 0.572
C 1.174 1.520 -0.191
C 1.869 1.050 1.053
N 2.785 1.987 1.584
C 1.735 -0.165 1.591
O 0.970 -1.197 1.140
H 0.707 -2.214 -0.833
H 2.417 2.931 1.594
H 3.123 1.730 2.501
H 2.259 -0.421 2.505
H 0.509 2.358 0.032
H 1.911 1.868 -0.915
H 0.582 0.728 -0.644
*
```

# 8
The following is a DFT calculation (ωB97M-V/def2-TZVPD) of a cluster of 9 separate species, C41H63F3IN3O26P in total.

Electronic energy ... -126768.02883 eV
Kohn-Sham gap ... 8.46 eV
E_HOMO ... -11.63 eV

```
! RIJCOSX wB97M-V def2-TZVPD def2/J DEFGRID3
* xyz 1 1
C -2.770 1.115 5.784
C -1.415 0.245 5.476
C -1.690 -1.093 4.510
O -2.584 -0.662 3.437
C -1.983 -0.899 2.081
O -0.822 0.051 2.046
C -1.316 1.445 2.302
N -1.620 2.702 2.181
N -2.983 -0.375 1.103
C -2.699 -0.613 -0.337
I -1.547 1.030 -1.325
C -4.156 -0.631 -1.109
C -5.133 0.635 -0.889
C -6.583 0.186 -0.186
F -4.646 1.783 -0.121
C -1.922 -1.979 -0.752
F -2.767 -2.899 -1.609
N -1.306 -2.806 0.336
C 0.197 -3.047 0.067
C 1.140 -1.734 0.257
C 1.928 -1.685 1.732
F 2.587 -3.006 1.921
C -1.620 -2.441 1.758
P -2.938 -3.736 2.382
C -2.365 -4.399 4.124
C -4.674 -2.916 2.555
C -5.727 -4.158 2.889
H -2.670 2.233 5.395
H -3.760 0.670 5.347
H -2.952 1.214 6.960
H -1.051 -0.185 6.527
H -0.582 0.947 5.046
H -0.637 -1.477 4.183
H -2.291 -1.835 5.204
H -3.977 -0.485 1.388
H -4.733 -1.582 -0.672
H -4.062 -0.805 -2.287
H -5.447 1.045 -1.965
H -6.775 -0.967 -0.228
H -6.478 0.514 0.958
H -7.436 0.846 -0.639
H -1.024 -1.698 -1.490
H -1.700 -3.790 0.204
H 0.258 -3.437 -1.060
H 0.488 -3.980 0.729
H 0.592 -0.731 -0.001
H 2.025 -1.831 -0.539
H 1.204 -1.487 2.629
H 2.759 -0.859 1.611
H -0.645 -2.714 2.392
H -2.274 -5.572 3.970
H -3.159 -4.166 4.962
H -1.281 -4.026 4.400
H -5.013 -2.455 1.524
H -4.741 -2.141 3.452
H -6.793 -3.976 2.443
H -5.718 -4.437 4.028
H -5.276 -5.103 2.316
C 5.312 1.287 1.279
C 6.751 1.097 0.926
O 6.707 0.142 -0.117
C 5.467 0.226 -0.680
O 5.140 -0.333 -1.714
O 4.640 1.019 0.063
H 5.098 2.302 1.625
H 4.969 0.573 2.036
H 7.213 2.014 0.547
H 7.341 0.725 1.769
C 5.296 -2.045 5.453
C 4.004 -1.341 5.192
O 4.385 0.020 5.118
C 5.707 0.044 4.780
O 6.319 1.051 4.466
O 6.254 -1.205 4.839
H 5.320 -3.046 5.014
H 5.524 -2.119 6.522
H 3.553 -1.634 4.239
H 3.276 -1.497 5.993
C -8.926 4.552 -0.347
C -10.405 4.720 -0.221
O -10.907 3.436 -0.538
C -9.904 2.545 -0.286
O -10.043 1.333 -0.287
O -8.726 3.186 -0.032
H -8.373 5.194 0.345
H -8.569 4.736 -1.365
H -10.712 4.979 0.798
H -10.798 5.471 -0.912
C 7.194 0.456 -4.169
C 7.911 -0.805 -3.808
O 9.170 -0.654 -4.437
C 9.373 0.685 -4.603
O 10.428 1.183 -4.959
O 8.242 1.395 -4.318
H 6.495 0.775 -3.391
H 6.655 0.373 -5.119
H 8.064 -0.904 -2.729
H 7.397 -1.696 -4.178
C -1.895 -1.897 -6.295
C -1.251 -1.508 -5.004
O -2.152 -0.560 -4.464
C -3.373 -0.810 -5.021
O -4.415 -0.293 -4.656
O -3.274 -1.715 -6.039
H -1.685 -2.935 -6.569
H -1.600 -1.244 -7.123
H -1.165 -2.350 -4.309
H -0.262 -1.064 -5.149
C -6.383 -3.156 -7.719
C -4.906 -3.375 -7.659
O -4.757 -4.712 -8.100
C -5.856 -5.005 -8.856
O -5.977 -6.013 -9.532
O -6.799 -4.023 -8.757
H -6.641 -2.120 -7.952
H -6.887 -3.448 -6.791
H -4.357 -2.716 -8.340
H -4.508 -3.254 -6.648
C 3.536 6.066 3.544
C 3.783 4.619 3.824
O 4.805 4.279 2.907
C 5.456 5.437 2.591
O 6.497 5.491 1.958
O 4.791 6.525 3.078
H 3.229 6.617 4.437
H 2.790 6.218 2.757
H 4.149 4.447 4.842
H 2.893 4.005 3.658
C 8.547 3.514 -2.513
C 9.381 3.843 -1.318
O 9.227 5.244 -1.189
C 8.050 5.571 -1.799
O 7.521 6.668 -1.731
O 7.543 4.512 -2.494
H 8.104 2.517 -2.450
H 9.108 3.596 -3.450
H 9.014 3.361 -0.406
H 10.433 3.580 -1.459
*
```

# 9
The following is a DFT calculation (ωB97M-V/def2-TZVPD) of a structure of composition C52H42Cl2N2O6.

Electronic energy ... -94886.68346 eV
Kohn-Sham gap ... 6.21 eV
E_HOMO ... -7.97 eV

```
! RIJCOSX wB97M-V def2-TZVPD def2/J DEFGRID3
* xyz 0 1
Cl -1.559 -4.136 -4.855
C -0.611 -2.913 -3.970
C -1.272 -1.563 -3.772
Cl -1.351 -0.708 -5.466
H 0.341 -2.904 -4.501
H -0.264 -3.195 -2.976
H -0.756 -0.769 -3.232
H -2.264 -1.455 -3.333
C -1.042 3.082 0.759
C -1.815 1.956 0.033
C -0.780 0.941 -0.572
C -1.258 -0.190 -1.305
N -1.613 -1.115 -1.930
H -0.529 3.750 0.068
H -0.350 2.858 1.570
H -1.842 3.650 1.235
H -2.377 2.401 -0.787
H -2.399 1.423 0.784
H -0.231 0.405 0.201
H -0.061 1.530 -1.143
C -0.932 4.665 2.147
C -0.179 5.879 2.690
C 1.194 5.597 3.396
C 1.211 4.693 4.552
N 1.255 4.048 5.520
H -0.282 4.026 1.549
H -1.758 5.012 1.527
H -1.442 4.121 2.942
H -0.882 6.426 3.318
H 0.002 6.708 2.005
H 1.701 6.552 3.533
H 1.815 5.116 2.640
C -7.143 -1.772 2.778
C -6.886 -1.399 1.545
C -5.925 -0.466 1.284
C -5.142 0.055 2.318
C -5.510 -0.312 3.677
C -6.472 -1.256 3.907
C -4.899 0.332 4.962
O -5.119 0.018 6.151
C -4.083 1.603 4.595
C -3.770 2.480 5.673
C -3.218 3.755 5.454
C -2.844 4.092 4.160
C -3.111 3.194 3.156
C -3.718 1.984 3.284
C -4.083 1.136 2.104
O -3.532 1.329 0.984
H -7.954 -2.482 2.850
H -7.386 -1.776 0.665
H -5.758 -0.199 0.251
H -6.616 -1.561 4.933
H -4.335 2.297 6.574
H -2.943 4.341 6.318
H -2.184 4.912 3.914
H -2.741 3.391 2.161
C 3.349 -7.145 -0.062
C 4.698 -6.803 0.072
C 5.120 -5.490 -0.097
C 4.216 -4.457 -0.294
C 2.795 -4.856 -0.407
C 2.435 -6.196 -0.260
C 1.674 -3.802 -0.451
O 0.491 -4.186 -0.357
C 2.133 -2.316 -0.477
C 1.203 -1.284 -0.519
C 1.606 0.037 -0.382
C 2.998 0.359 -0.323
C 3.976 -0.613 -0.459
C 3.495 -1.963 -0.451
C 4.594 -2.989 -0.182
O 5.790 -2.644 0.019
H 2.975 -8.076 0.338
H 5.323 -7.627 0.383
H 6.186 -5.384 0.036
H 1.396 -6.489 -0.284
H 0.153 -1.520 -0.619
H 0.796 0.749 -0.438
H 3.210 1.414 -0.235
H 5.018 -0.431 -0.240
C 4.438 -3.418 -4.117
C 3.313 -3.978 -3.493
C 2.296 -3.144 -3.100
C 2.406 -1.745 -3.317
C 3.544 -1.206 -4.033
C 4.498 -2.109 -4.476
C 3.597 0.278 -4.206
O 4.591 0.721 -4.849
C 2.507 1.100 -3.601
C 2.719 2.445 -3.611
C 1.755 3.263 -3.069
C 0.644 2.769 -2.358
C 0.522 1.435 -2.288
C 1.353 0.601 -2.919
C 1.216 -0.886 -2.840
O 0.188 -1.373 -2.406
H 5.320 -3.986 -4.377
H 3.224 -5.038 -3.305
H 1.406 -3.532 -2.627
H 5.391 -1.693 -4.918
H 3.569 2.968 -4.023
H 1.950 4.321 -2.982
H -0.083 3.427 -1.905
H -0.288 0.901 -1.813
*
```

# 10
The following is a DFT calculation (ωB97M-V/def2-TZVPD) of the molecule C5H4F3NO2.

Electronic energy ... -18985.59237 eV
Structure (SMILES) ... C#C[C@](O)(C(N)=O)C(F)(F)F
Kohn-Sham gap ... 11.45 eV
E_HOMO ... -10.62 eV

```
! RIJCOSX wB97M-V def2-TZVPD def2/J DEFGRID3
* xyz 0 1
C -1.886 -1.978 -0.516
C -1.117 -1.056 -0.260
C 0.523 0.803 -0.908
C -0.450 0.248 0.115
C 0.292 0.019 1.383
N 1.613 0.027 -1.170
O 0.322 1.844 -1.496
O -1.394 1.191 0.393
F 0.900 -1.131 1.526
F 1.351 0.871 1.516
F -0.443 0.239 2.447
H -2.677 -2.709 -0.592
H 1.804 -0.641 -0.507
H 2.305 0.258 -1.894
H -1.143 2.014 -0.039
*
```

Question: Which formula does entry 9 have?
Answer: C52H42Cl2N2O6

Question: The lowest electronic energy belongs to which entry?
Answer: C41H63F3IN3O26P

Question: The lowest electronic energy belongs to which entry?
Answer: C41H63F3IN3O26P

Question: The lowest electronic energy belongs to which entry?
Answer: C41H63F3IN3O26P